The following is a DFT calculation (the ωB97M-V functional and the def2-TZVPD basis) of a structure of composition C37H36CaCl3N2O6S2 at a distorted geometry.

The LUMO energy is 0.07095 Eh. For the energy relative to the best compared isomer or geometry (same formula, charge and spin), the calculation gives 24.1 kcal/mol. Its net charge is -1. The value obtained for the energy is -4847.2318 Eh.

Geometry as XYZ:
```
87
Properties=species:S:1:pos:R:3:forces:R:3
Ca -0.380774 -0.133472 -0.094080 0.9 -0.2 1.9
O 0.112852 2.375978 0.920438 0.0 0.4 0.4
S 0.226134 3.571349 1.814859 -0.1 -0.5 -0.2
C 1.791823 3.346233 2.706599 0.1 -0.1 -0.1
C 2.873345 2.774869 1.795442 0.0 -0.1 0.2
C 4.021098 2.135357 2.588395 -0.1 0.0 0.0
C 3.715318 0.746207 3.148168 -0.1 0.2 0.1
S 3.258687 -0.569812 1.981241 -0.5 -0.2 -0.2
O 1.871338 -0.277679 1.500529 0.1 0.1 0.3
C 4.367251 -0.118129 0.671138 0.2 -0.1 -0.2
C 5.734985 -0.311868 0.840301 0.0 0.0 -0.1
C 6.591719 0.069762 -0.180670 -0.1 0.0 -0.1
C 6.074723 0.626071 -1.351806 0.0 0.0 0.1
C 4.704391 0.789205 -1.508736 0.1 0.0 0.0
C 3.833577 0.407261 -0.491632 0.1 0.0 0.0
C 0.770417 4.925232 0.780309 0.0 0.1 -0.1
C 1.181684 4.643426 -0.510266 0.1 0.0 -0.1
C 1.600417 5.686689 -1.327304 0.0 0.0 0.0
C 1.603161 6.990205 -0.845359 0.0 -0.1 0.0
C 1.181258 7.260758 0.454250 0.0 -0.1 0.0
C 0.753141 6.225451 1.273912 0.0 0.0 0.0
H 1.531889 2.658802 3.514309 0.0 0.0 0.0
H 2.051742 4.316950 3.138039 0.0 -0.1 0.0
H 3.267108 3.556220 1.145626 0.0 0.1 0.0
H 2.411676 2.029412 1.147190 0.0 0.0 0.0
H 4.289217 2.773153 3.437985 0.0 0.0 0.0
H 4.906303 2.081976 1.953740 0.0 -0.1 0.0
H 2.844771 0.750615 3.814406 0.1 0.0 0.0
H 4.563799 0.345082 3.710201 0.0 0.1 0.0
H 6.126315 -0.754606 1.753544 0.0 0.0 -0.1
H 7.659802 -0.070726 -0.068333 0.0 0.0 0.0
H 6.749694 0.923978 -2.146281 0.0 0.0 0.0
H 4.282507 1.216927 -2.412144 0.0 0.0 0.1
H 2.756438 0.516775 -0.609807 0.3 0.0 0.0
H 1.184277 3.619400 -0.868076 0.0 0.2 0.1
H 1.918669 5.463438 -2.339649 0.0 0.0 0.1
H 1.927970 7.803439 -1.484362 0.0 0.0 0.0
H 1.174653 8.279810 0.822938 0.0 0.0 0.0
H 0.399818 6.426891 2.283514 0.0 0.0 -0.1
O -4.391997 0.589532 -0.824547 0.1 -0.1 0.0
C -3.331153 0.282468 -0.287660 0.2 -0.3 -0.2
O -2.362510 -0.408312 -0.745231 -1.9 0.5 -0.2
C -3.141662 0.788483 1.159864 0.1 0.0 0.2
C -4.222556 1.455129 1.800243 0.0 -0.1 -0.1
C -4.073227 1.882557 3.078011 0.0 0.0 0.1
C -2.846986 1.653802 3.754754 -0.1 0.1 0.1
C -2.614580 2.047073 5.095581 0.0 0.0 0.0
C -1.417564 1.786606 5.698192 0.1 -0.1 0.0
C -0.393861 1.118382 4.981745 0.0 0.1 0.1
C -0.588947 0.737333 3.686655 0.1 0.0 -0.2
C -1.827115 0.998492 3.045865 0.2 -0.1 -0.3
N -1.988982 0.579399 1.751264 -0.4 0.2 0.1
H -5.128871 1.595295 1.229417 0.0 0.0 0.0
H -4.877684 2.393425 3.596538 0.0 0.0 0.0
H -3.407677 2.551783 5.637047 0.0 0.0 0.0
H -1.249899 2.082635 6.726946 0.0 0.0 0.0
H 0.549697 0.906495 5.473979 0.0 0.0 0.0
H 0.180537 0.225514 3.111840 -0.1 0.1 0.1
C -2.441919 -2.809528 1.131699 0.0 -0.1 0.1
N -1.226920 -2.392692 1.817936 0.0 0.0 -0.1
C -1.479750 -2.248743 3.235715 0.0 -0.1 0.0
C -0.107560 -3.311786 1.584524 -0.1 0.1 -0.1
C 0.188252 -3.497002 0.112890 0.1 0.0 -0.1
C 0.279413 -4.795411 -0.396442 0.1 0.2 0.0
C 0.595129 -5.001400 -1.738422 0.0 0.2 0.1
C 0.814683 -3.892044 -2.548741 0.0 0.0 0.1
C 0.694971 -2.606153 -2.011191 0.0 0.0 0.0
C 0.366998 -2.331813 -0.666456 0.3 -1.0 -0.6
H -2.807635 -3.780547 1.511544 0.0 0.0 0.0
H -2.264240 -2.892042 0.062282 0.0 0.0 0.0
H -3.224273 -2.061010 1.289069 0.1 -0.1 0.0
H -1.783004 -3.205159 3.698309 0.0 0.0 0.0
H -2.278050 -1.520056 3.408317 0.1 -0.1 0.0
H -0.578726 -1.898207 3.747293 -0.1 -0.1 0.0
H -0.286350 -4.287412 2.069903 -0.1 -0.1 0.0
H 0.764110 -2.860745 2.072249 0.0 0.0 0.0
H 0.107115 -5.653048 0.253635 0.0 0.1 0.0
H 0.662932 -6.006142 -2.139635 0.0 0.0 0.0
H 1.066093 -4.028265 -3.599322 0.0 0.0 0.1
H 0.873680 -1.769177 -2.691862 0.0 -0.1 0.1
Cl -0.917041 0.492222 -3.783425 0.1 0.2 0.2
C -0.318210 1.998851 -3.051951 0.0 -0.1 0.0
Cl -1.489717 2.582479 -1.829528 0.2 -0.1 -0.3
Cl -0.174474 3.237348 -4.321642 0.0 -0.1 0.2
C 1.078990 1.700058 -2.337953 0.1 -0.3 0.4
O 2.061672 2.288361 -2.772604 -0.2 -0.1 0.1
O 0.999590 0.875649 -1.370966 0.4 1.4 -2.0
```
Positions in Å, forces in eV/Å.